(1)
{"formula": "C57H118N4O11", "method": "ωB97M-V with the def2-TZVPD basis set", "species": ["C", "C", "C", "C", "C", "C", "C", "C", "C", "N", "O", "H", "H", "H", "H", "H", "H", "H", "H", "H", "H", "H", "H", "H", "H", "H", "H", "H", "H", "H", "C", "C", "C", "C", "C", "C", "C", "C", "C", "N", "O", "H", "H", "H", "H", "H", "H", "H", "H", "H", "H", "H", "H", "H", "H", "H", "H", "H", "H", "H", "C", "C", "C", "C", "C", "C", "C", "C", "C", "N", "O", "H", "H", "H", "H", "H", "H", "H", "H", "H", "H", "H", "H", "H", "H", "H", "H", "H", "H", "H", "C", "C", "C", "C", "C", "C", "C", "C", "C", "N", "O", "H", "H", "H", "H", "H", "H", "H", "H", "H", "H", "H", "H", "H", "H", "H", "H", "H", "H", "H", "C", "C", "C", "O", "H", "H", "H", "H", "H", "H", "C", "C", "C", "O", "H", "H", "H", "H", "H", "H", "C", "C", "C", "O", "H", "H", "H", "H", "H", "H", "C", "C", "C", "O", "H", "H", "H", "H", "H", "H", "C", "C", "C", "O", "H", "H", "H", "H", "H", "H", "C", "C", "C", "O", "H", "H", "H", "H", "H", "H", "C", "C", "C", "O", "H", "H", "H", "H", "H", "H"], "xyz": [[-0.828, -0.059, 5.129], [-2.411, 0.054, 4.831], [-2.965, -1.314, 4.299], [-3.065, 0.457, 6.164], [-4.601, 0.761, 6.192], [-4.777, 1.863, 5.118], [-4.117, 1.680, 3.661], [-4.986, 0.742, 2.783], [-4.008, 3.111, 3.031], [-2.738, 1.179, 3.865], [-2.086, 1.012, 2.625], [-0.553, 0.897, 5.576], [-0.573, -0.835, 5.851], [-0.222, -0.282, 4.251], [-4.045, -1.371, 4.168], [-2.543, -1.596, 3.334], [-2.784, -2.189, 4.923], [-2.966, -0.484, 6.704], [-2.446, 1.185, 6.688], [-5.157, -0.125, 5.888], [-5.051, 1.130, 7.113], [-4.426, 2.820, 5.504], [-5.858, 1.909, 4.981], [-4.415, 0.107, 2.105], [-5.712, 1.340, 2.233], [-5.646, 0.163, 3.429], [-3.195, 3.696, 3.461], [-4.947, 3.665, 3.014], [-3.834, 2.998, 1.961], [-1.455, 1.729, 2.722], [-1.009, -0.746, -0.108], [0.286, -0.403, -0.952], [1.463, -1.367, -0.617], [-0.030, -0.357, -2.445], [1.083, 0.173, -3.330], [1.294, 1.615, -2.895], [1.662, 1.778, -1.389], [3.144, 1.254, -1.219], [1.566, 3.290, -0.949], [0.713, 0.979, -0.575], [0.768, 1.175, 0.815], [-1.040, -0.480, 0.949], [-1.903, -0.273, -0.515], [-1.151, -1.815, -0.265], [1.349, -2.423, -0.863], [2.398, -1.076, -1.096], [1.713, -1.311, 0.443], [-0.063, -1.396, -2.774], [-0.896, 0.242, -2.727], [2.015, -0.391, -3.357], [0.807, 0.186, -4.385], [0.372, 2.168, -3.078], [2.094, 2.093, -3.459], [3.349, 0.534, -2.011], [3.331, 0.826, -0.234], [3.765, 2.144, -1.321], [1.696, 3.462, 0.119], [0.525, 3.564, -1.120], [2.278, 3.906, -1.498], [1.512, 0.607, 1.026], [-1.457, -4.135, -7.942], [-2.150, -3.027, -7.026], [-1.162, -1.877, -6.753], [-3.405, -2.539, -7.714], [-4.329, -1.712, -6.769], [-4.653, -2.568, -5.544], [-3.418, -3.056, -4.788], [-2.787, -1.881, -4.012], [-3.902, -4.116, -3.797], [-2.503, -3.696, -5.733], [-1.499, -4.466, -5.130], [-1.292, -3.680, -8.918], [-0.496, -4.554, -7.644], [-2.198, -4.921, -8.092], [-0.395, -2.235, -6.066], [-0.512, -1.506, -7.545], [-1.499, -0.891, -6.435], [-3.169, -1.844, -8.520], [-3.922, -3.350, -8.226], [-3.798, -0.806, -6.477], [-5.267, -1.423, -7.242], [-5.317, -3.407, -5.752], [-5.243, -1.947, -4.869], [-2.597, -1.053, -4.695], [-1.829, -2.186, -3.590], [-3.472, -1.542, -3.234], [-4.108, -5.028, -4.356], [-4.818, -3.920, -3.241], [-3.160, -4.301, -3.020], [-0.934, -3.760, -4.806], [1.159, -3.372, 5.605], [1.292, -4.303, 4.360], [0.359, -5.515, 4.527], [0.778, -3.472, 3.066], [1.242, -4.069, 1.693], [2.785, -4.098, 1.766], [3.299, -5.010, 2.913], [3.011, -6.506, 2.595], [4.809, -4.775, 2.934], [2.729, -4.665, 4.225], [3.168, -5.357, 5.326], [1.333, -4.044, 6.446], [1.917, -2.601, 5.741], [0.257, -2.777, 5.750], [0.059, -5.831, 3.528], [0.697, -6.346, 5.146], [-0.613, -5.340, 4.987], [-0.307, -3.372, 3.046], [1.142, -2.453, 3.198], [0.871, -5.070, 1.470], [0.949, -3.412, 0.875], [3.186, -3.088, 1.849], [3.152, -4.479, 0.813], [1.982, -6.829, 2.442], [3.347, -7.109, 3.439], [3.652, -6.813, 1.769], [5.340, -5.387, 3.663], [5.024, -3.727, 3.143], [5.269, -4.959, 1.964], [2.970, -6.262, 5.075], [-0.711, 7.796, -3.646], [0.071, 6.505, -3.848], [-0.645, 5.221, -3.709], [1.272, 6.520, -3.957], [-1.346, 7.674, -2.769], [-1.288, 7.937, -4.560], [-0.057, 8.626, -3.380], [-0.554, 4.547, -4.561], [-1.729, 5.328, -3.733], [-0.261, 4.748, -2.805], [0.532, -7.144, -3.510], [0.571, -6.423, -2.175], [0.060, -5.013, -2.161], [1.051, -6.933, -1.188], [-0.433, -6.947, -3.977], [0.762, -8.209, -3.498], [1.286, -6.709, -4.167], [-0.902, -4.858, -2.649], [0.698, -4.329, -2.721], [0.033, -4.629, -1.141], [-3.383, 5.352, -1.188], [-3.192, 3.878, -1.634], [-2.398, 2.909, -0.785], [-3.907, 3.348, -2.476], [-3.499, 6.037, -2.028], [-2.560, 5.670, -0.547], [-4.270, 5.532, -0.580], [-1.398, 2.663, -1.144], [-2.947, 1.991, -0.572], [-2.268, 3.237, 0.246], [6.602, 2.151, -3.372], [7.180, 1.195, -2.315], [6.784, 1.414, -0.849], [7.997, 0.364, -2.542], [6.345, 1.641, -4.300], [7.441, 2.837, -3.491], [5.844, 2.765, -2.885], [7.675, 1.459, -0.223], [6.147, 0.634, -0.432], [6.220, 2.346, -0.830], [3.183, 0.731, 5.040], [3.483, 0.051, 3.703], [4.501, -1.082, 3.776], [2.830, 0.290, 2.705], [2.255, 1.304, 5.040], [4.009, 1.414, 5.239], [3.195, -0.017, 5.832], [4.169, -1.930, 4.375], [5.355, -0.807, 4.395], [4.821, -1.313, 2.760], [0.217, 8.358, -0.522], [0.450, 6.921, -0.219], [1.846, 6.588, 0.359], [-0.311, 6.001, -0.580], [0.682, 8.942, 0.272], [-0.839, 8.625, -0.569], [0.683, 8.578, -1.483], [2.650, 6.581, -0.377], [1.794, 5.584, 0.780], [2.084, 7.257, 1.186], [-0.091, 6.163, 3.880], [1.194, 5.401, 3.850], [0.981, 3.946, 3.381], [2.202, 5.911, 4.346], [0.058, 7.170, 4.270], [-0.696, 5.687, 4.652], [-0.706, 6.036, 2.990], [0.088, 3.489, 3.807], [1.791, 3.308, 3.734], [1.049, 3.952, 2.293]], "lowdin_charge": [-0.010, -0.425, -0.028, -0.146, -0.150, -0.132, -0.453, -0.028, -0.035, -0.118, -0.034, 0.068, 0.060, 0.068, 0.061, 0.070, 0.076, 0.108, 0.113, 0.097, 0.108, 0.107, 0.107, 0.080, 0.078, 0.068, 0.076, 0.083, 0.053, 0.084, 0.007, -0.426, -0.013, -0.143, -0.183, -0.133, -0.435, -0.023, -0.018, -0.128, -0.017, 0.056, 0.068, 0.074, 0.064, 0.064, 0.072, 0.097, 0.126, 0.105, 0.109, 0.106, 0.123, 0.066, 0.073, 0.061, 0.055, 0.044, 0.089, 0.034, -0.017, -0.462, -0.041, -0.135, -0.152, -0.146, -0.517, -0.020, -0.036, -0.123, -0.012, 0.076, 0.074, 0.079, 0.074, 0.081, 0.070, 0.119, 0.118, 0.098, 0.111, 0.122, 0.119, 0.062, 0.055, 0.097, 0.092, 0.087, 0.065, 0.062, -0.034, -0.436, -0.037, -0.089, -0.158, -0.128, -0.486, -0.014, -0.036, -0.140, 0.005, 0.076, 0.067, 0.055, 0.071, 0.079, 0.081, 0.106, 0.097, 0.097, 0.059, 0.102, 0.121, 0.078, 0.070, 0.089, 0.085, 0.058, 0.088, 0.073, -0.019, -0.504, -0.020, 0.065, 0.064, 0.093, 0.070, 0.095, 0.075, 0.065, -0.015, -0.485, -0.019, 0.065, 0.075, 0.082, 0.086, 0.058, 0.086, 0.068, -0.019, -0.442, -0.018, 0.039, 0.070, 0.042, 0.080, 0.058, 0.079, 0.064, -0.009, -0.498, -0.024, 0.074, 0.086, 0.088, 0.058, 0.083, 0.076, 0.057, -0.012, -0.450, -0.023, 0.049, 0.063, 0.088, 0.080, 0.075, 0.085, 0.081, -0.022, -0.417, -0.001, 0.017, 0.086, 0.091, 0.081, 0.095, 0.047, 0.080, -0.038, -0.472, 0.002, 0.048, 0.086, 0.086, 0.081, 0.076, 0.068, 0.064], "lumo_energy_ha": 0.014, "smiles": "CC1(C)CCCC(C)(C)N1O.CC1(C)CCCC(C)(C)N1O.CC1(C)CCCC(C)(C)N1O.CC1(C)CCCC(C)(C)N1O.CC(C)=O.CC(C)=O.CC(C)=O.CC(C)=O.CC(C)=O.CC(C)=O.CC(C)=O", "orbital_gap_ev": 8.3}

=====

(2)
{"formula": "C57H126N6O9", "method": "ωB97M-V with the def2-TZVPD basis set", "species": ["C", "C", "C", "C", "C", "C", "C", "C", "C", "N", "O", "H", "H", "H", "H", "H", "H", "H", "H", "H", "H", "H", "H", "H", "H", "H", "H", "H", "H", "H", "C", "C", "C", "C", "C", "C", "C", "C", "C", "N", "O", "H", "H", "H", "H", "H", "H", "H", "H", "H", "H", "H", "H", "H", "H", "H", "H", "H", "H", "H", "C", "C", "C", "C", "C", "C", "C", "C", "C", "N", "O", "H", "H", "H", "H", "H", "H", "H", "H", "H", "H", "H", "H", "H", "H", "H", "H", "H", "H", "H", "C", "C", "C", "C", "C", "C", "C", "C", "C", "N", "O", "H", "H", "H", "H", "H", "H", "H", "H", "H", "H", "H", "H", "H", "H", "H", "H", "H", "H", "H", "C", "C", "C", "C", "C", "C", "C", "C", "C", "N", "O", "H", "H", "H", "H", "H", "H", "H", "H", "H", "H", "H", "H", "H", "H", "H", "H", "H", "H", "H", "C", "C", "C", "C", "C", "C", "C", "C", "C", "N", "O", "H", "H", "H", "H", "H", "H", "H", "H", "H", "H", "H", "H", "H", "H", "H", "H", "H", "H", "H", "C", "O", "H", "H", "H", "H", "C", "O", "H", "H", "H", "H", "C", "O", "H", "H", "H", "H"], "xyz": [[-3.465, 5.572, -0.565], [-4.558, 6.573, -0.862], [-5.072, 6.099, -2.273], [-5.533, 6.228, 0.299], [-6.584, 7.363, 0.525], [-5.927, 8.690, 0.798], [-4.999, 9.106, -0.321], [-5.878, 9.577, -1.468], [-4.129, 10.220, 0.320], [-4.102, 7.948, -0.780], [-3.169, 8.244, -1.741], [-3.907, 4.670, -0.141], [-2.859, 5.319, -1.434], [-2.778, 6.026, 0.150], [-5.903, 6.768, -2.498], [-4.406, 6.129, -3.135], [-5.526, 5.107, -2.265], [-6.184, 5.404, 0.005], [-5.027, 6.027, 1.244], [-7.082, 7.408, -0.443], [-7.296, 7.190, 1.332], [-5.269, 8.568, 1.658], [-6.682, 9.435, 1.050], [-6.443, 10.413, -1.057], [-6.490, 8.816, -1.952], [-5.162, 9.896, -2.226], [-3.434, 9.933, 1.109], [-4.698, 11.049, 0.742], [-3.462, 10.627, -0.440], [-3.740, 8.388, -2.499], [-7.717, -6.940, -2.322], [-8.221, -5.586, -1.776], [-9.642, -5.250, -2.332], [-8.556, -5.687, -0.295], [-7.319, -5.663, 0.658], [-6.423, -4.477, 0.274], [-6.122, -4.354, -1.221], [-5.576, -2.932, -1.352], [-5.016, -5.361, -1.640], [-7.434, -4.423, -1.958], [-7.263, -4.086, -3.318], [-7.259, -6.835, -3.306], [-6.973, -7.365, -1.647], [-8.515, -7.662, -2.494], [-10.319, -6.075, -2.108], [-9.931, -4.287, -1.911], [-9.669, -5.050, -3.403], [-9.176, -4.880, 0.096], [-9.132, -6.592, -0.103], [-7.507, -5.517, 1.722], [-6.807, -6.624, 0.608], [-5.457, -4.624, 0.755], [-6.910, -3.550, 0.579], [-6.303, -2.120, -1.322], [-5.135, -2.935, -2.348], [-4.710, -2.688, -0.736], [-4.008, -5.056, -1.358], [-5.019, -5.443, -2.727], [-5.248, -6.349, -1.242], [-7.705, -3.239, -3.415], [-0.230, 3.230, -7.650], [-0.676, 1.931, -8.443], [0.386, 1.512, -9.421], [-0.701, 0.791, -7.340], [-1.424, -0.481, -7.854], [-2.797, -0.071, -8.333], [-2.881, 0.982, -9.458], [-2.589, 0.395, -10.846], [-4.312, 1.668, -9.527], [-1.898, 2.126, -9.166], [-1.987, 3.241, -10.101], [0.663, 3.043, -7.052], [0.077, 4.000, -8.357], [-0.981, 3.666, -6.992], [0.631, 2.355, -10.067], [1.289, 1.229, -8.880], [0.205, 0.787, -10.215], [0.266, 0.489, -6.938], [-1.323, 1.109, -6.503], [-0.906, -1.019, -8.648], [-1.589, -1.150, -7.009], [-3.340, 0.319, -7.473], [-3.284, -0.988, -8.666], [-2.304, 1.202, -11.521], [-3.519, -0.096, -11.133], [-1.853, -0.391, -10.680], [-4.463, 2.303, -10.400], [-4.623, 2.319, -8.710], [-4.983, 0.810, -9.562], [-1.482, 2.813, -10.797], [11.524, -1.157, 8.246], [11.481, -0.557, 6.877], [11.760, 0.933, 6.951], [12.605, -1.262, 6.114], [12.580, -1.014, 4.617], [11.176, -1.401, 4.027], [9.993, -0.684, 4.768], [9.914, 0.802, 4.233], [8.688, -1.561, 4.367], [10.177, -0.821, 6.242], [9.114, -0.301, 6.935], [11.355, -2.233, 8.188], [12.465, -0.982, 8.768], [10.783, -0.689, 8.894], [12.114, 1.287, 5.983], [10.893, 1.538, 7.216], [12.383, 1.196, 7.807], [13.609, -1.083, 6.498], [12.477, -2.335, 6.251], [12.861, 0.025, 4.446], [13.363, -1.662, 4.223], [11.095, -2.488, 3.988], [11.184, -1.075, 2.987], [9.190, 1.391, 4.795], [9.726, 0.922, 3.166], [10.783, 1.388, 4.531], [7.783, -1.025, 4.655], [8.650, -2.545, 4.835], [8.716, -1.719, 3.289], [9.189, 0.606, 6.628], [-4.495, -0.174, 6.221], [-4.023, 0.825, 7.366], [-3.555, -0.043, 8.517], [-2.753, 1.608, 6.948], [-3.067, 2.770, 6.014], [-4.049, 3.721, 6.716], [-5.398, 2.950, 7.113], [-6.142, 3.956, 8.040], [-6.239, 2.553, 5.862], [-5.077, 1.730, 7.878], [-6.192, 1.068, 8.439], [-3.919, 0.111, 5.341], [-4.149, -1.190, 6.413], [-5.577, -0.276, 6.138], [-4.413, -0.574, 8.930], [-2.735, -0.749, 8.384], [-3.126, 0.518, 9.346], [-2.193, 1.937, 7.823], [-2.073, 1.007, 6.345], [-2.171, 3.227, 5.596], [-3.526, 2.381, 5.105], [-4.258, 4.583, 6.082], [-3.548, 4.113, 7.602], [-6.050, 5.018, 7.810], [-5.679, 4.002, 9.026], [-7.204, 3.716, 8.100], [-7.097, 2.021, 6.273], [-5.792, 1.933, 5.085], [-6.631, 3.497, 5.482], [-5.941, 1.140, 9.363], [6.464, -2.041, -3.926], [6.607, -3.535, -4.324], [6.868, -3.597, -5.822], [7.798, -4.017, -3.566], [8.107, -5.512, -3.503], [6.873, -6.390, -3.206], [5.664, -5.932, -3.978], [5.733, -6.446, -5.469], [4.449, -6.556, -3.259], [5.437, -4.420, -3.861], [4.175, -4.028, -4.232], [5.911, -2.091, -2.988], [7.441, -1.568, -3.833], [5.904, -1.517, -4.701], [6.006, -3.270, -6.404], [7.643, -2.875, -6.081], [7.209, -4.556, -6.213], [8.655, -3.545, -4.045], [7.628, -3.677, -2.544], [8.542, -5.820, -4.454], [8.899, -5.756, -2.794], [6.697, -6.232, -2.142], [7.078, -7.452, -3.338], [6.750, -6.700, -5.768], [5.211, -5.767, -6.142], [5.228, -7.412, -5.435], [4.364, -6.237, -2.220], [4.472, -7.641, -3.363], [3.421, -6.404, -3.588], [3.707, -3.951, -3.397], [3.703, 2.544, 5.999], [4.672, 3.503, 6.306], [3.795, 1.763, 6.753], [2.735, 2.959, 6.283], [3.641, 2.076, 5.017], [4.386, 4.406, 6.152], [1.458, -0.186, 0.049], [0.832, -1.410, -0.313], [0.983, 0.187, 0.957], [2.494, -0.342, 0.350], [1.402, 0.584, -0.720], [0.546, -1.809, 0.513], [1.046, -4.764, 4.882], [0.321, -4.782, 3.695], [0.503, -5.121, 5.756], [1.942, -5.357, 4.697], [1.330, -3.738, 5.116], [0.180, -5.705, 3.472]], "lowdin_charge": [-0.068, -0.508, -0.029, -0.122, -0.175, -0.182, -0.483, -0.027, -0.034, -0.121, 0.015, 0.083, 0.080, 0.091, 0.058, 0.079, 0.084, 0.116, 0.118, 0.098, 0.112, 0.119, 0.125, 0.094, 0.073, 0.079, 0.085, 0.084, 0.074, 0.083, -0.013, -0.535, -0.039, -0.146, -0.163, -0.154, -0.492, -0.056, -0.020, -0.102, -0.010, 0.084, 0.063, 0.082, 0.084, 0.083, 0.074, 0.116, 0.119, 0.105, 0.096, 0.121, 0.119, 0.088, 0.075, 0.088, 0.085, 0.082, 0.062, 0.105, -0.023, -0.509, -0.056, -0.120, -0.188, -0.154, -0.452, -0.030, -0.035, -0.117, 0.006, 0.075, 0.069, 0.081, 0.078, 0.088, 0.080, 0.115, 0.112, 0.105, 0.112, 0.120, 0.121, 0.079, 0.084, 0.073, 0.073, 0.078, 0.073, 0.063, -0.050, -0.538, -0.026, -0.159, -0.173, -0.123, -0.422, -0.019, -0.021, -0.137, 0.006, 0.091, 0.089, 0.085, 0.066, 0.081, 0.089, 0.127, 0.117, 0.098, 0.107, 0.113, 0.107, 0.070, 0.087, 0.056, 0.066, 0.077, 0.070, 0.067, -0.013, -0.474, -0.075, -0.147, -0.197, -0.118, -0.459, -0.043, -0.025, -0.131, -0.005, 0.068, 0.069, 0.077, 0.079, 0.088, 0.079, 0.116, 0.119, 0.108, 0.096, 0.112, 0.112, 0.075, 0.081, 0.077, 0.077, 0.069, 0.080, 0.102, -0.028, -0.504, -0.048, -0.167, -0.168, -0.152, -0.464, -0.019, -0.061, -0.114, -0.018, 0.085, 0.084, 0.079, 0.087, 0.085, 0.066, 0.123, 0.123, 0.098, 0.108, 0.115, 0.126, 0.070, 0.081, 0.070, 0.084, 0.081, 0.076, 0.103, -0.188, -0.113, 0.076, 0.073, 0.075, 0.076, -0.168, -0.122, 0.072, 0.070, 0.079, 0.069, -0.190, -0.117, 0.075, 0.079, 0.079, 0.076], "lumo_energy_ha": 0.005, "smiles": "CC1(C)CCCC(C)(C)N1O.CC1(C)CCCC(C)(C)N1O.CC1(C)CCCC(C)(C)N1O.CC1(C)CCCC(C)(C)N1O.CC1(C)CCCC(C)(C)N1O.CC1(C)CCCC(C)(C)N1O.CO.CO.CO", "orbital_gap_ev": 8.0, "relative_energy_ev": 6.0366}